No. 1
Formula: C3H6FLaNO4S
Source: the Open Molecules 2025 dataset
Level of theory: the ωB97M-V functional and the def2-TZVPD basis

Output
* orbital gap: 4.368 eV
* charge: +3
* electronic energy: -1001.9482 hartree

```
17
Properties=species:S:1:pos:R:3:forces:R:3
C -2.41905 -1.19774 0.95104 0.265 -0.352 -0.832
C -1.13814 -0.38797 1.26956 -2.022 -0.609 0.206
O -0.95372 0.00743 2.35190 0.931 0.509 0.955
O -0.18871 -0.07270 0.24094 0.042 -0.579 -0.585
C 1.17010 -0.32097 0.66908 0.378 -0.411 0.393
N 2.04133 -0.01378 -0.51139 -2.566 0.982 0.927
S 1.70275 1.50343 -1.16533 3.476 0.662 -1.289
O 0.59645 1.40393 -2.27773 -2.778 -0.825 0.097
O 2.85947 1.93369 -1.83379 -0.444 0.113 0.302
F 1.35528 2.57756 -0.08353 -0.730 -2.295 -1.164
H -2.81689 -1.56987 1.92250 0.347 0.429 -0.704
H -2.24166 -2.08456 0.29685 0.076 0.608 0.457
H -3.22170 -0.58998 0.46758 0.637 -0.149 0.439
H 1.50276 0.27761 1.54181 -0.488 -0.249 -0.537
H 1.28775 -1.40973 0.87187 0.176 0.781 -0.018
H 1.72193 -0.69138 -1.22246 0.695 0.324 -0.116
La -1.25796 0.63501 -3.48890 2.005 1.063 1.468
```
Forces are in eV/Å.


No. 2
Formula: C5H8O
Source: the Open Molecules 2025 dataset
Level of theory: the ωB97M-V functional and the def2-TZVPD basis

Output
* orbital gap: 10.549 eV
* charge: 0
* relative energy (zero: lowest compared OMol25 entry of this formula, charge and spin): 1.840 eV
* electronic energy: -270.4903 hartree
* SMILES: C1C[C@@H]2C[C@@H]2O1

```
14
Properties=species:S:1:pos:R:3:forces:R:3
C 1.64407 0.17070 -0.31742 -0.092 0.146 0.037
C 0.54989 0.18329 0.79681 0.062 0.001 -0.046
C -0.73887 0.87054 0.30169 0.035 0.072 -0.110
C -1.50498 -0.30189 -0.32635 -0.210 0.207 0.053
O -0.48761 -1.08416 -0.94721 -0.021 -0.055 -0.117
C 0.65985 -0.94470 -0.15719 0.129 -0.275 0.070
H 1.51394 0.99889 -1.00728 -0.265 -0.382 -0.220
H 2.68886 -0.15992 -0.30798 -0.355 0.349 0.895
H 0.63626 0.03590 1.87634 0.464 0.154 -0.431
H -0.49922 1.56651 -0.50794 -0.046 0.071 0.155
H -1.30328 1.42370 1.06028 0.198 -0.261 -0.011
H -2.21854 0.01328 -1.09391 0.134 -0.077 0.070
H -2.04639 -0.90716 0.41951 0.171 0.150 -0.056
H 1.10602 -1.86499 0.21065 -0.205 -0.099 -0.289
```
Forces are in eV/Å.


No. 3
Formula: C7H24O7
Source: the Open Molecules 2025 dataset
Level of theory: the ωB97M-V functional and the def2-TZVPD basis

Output
* orbital gap: 8.741 eV
* charge: 0
* relative energy (zero: lowest compared OMol25 entry of this formula, charge and spin): 0.797 eV
* electronic energy: -807.7442 hartree
* SMILES: CCC/C=C/C=C/O.O.O.O.O.O.O

```
38
Properties=species:S:1:pos:R:3:forces:R:3
C 0.11215 3.18119 -1.74385 -0.260 -0.556 1.038
C 1.13856 2.07101 -1.89232 0.101 -0.405 -1.021
C 2.11018 1.85370 -0.75309 -0.358 -1.078 1.257
C 1.46571 1.43111 0.56672 0.513 -0.002 -0.269
C 0.32063 0.76798 0.72975 -1.012 1.140 0.029
C -0.40950 0.67422 2.00239 0.297 0.611 -0.995
C -1.73044 0.50109 2.06986 0.944 -0.629 1.480
O -2.25323 0.43626 3.33972 -0.521 0.271 -0.406
H -0.54890 3.25031 -2.59205 0.193 0.350 -0.657
H 0.55869 4.12911 -1.45264 -0.064 0.166 -0.268
H -0.59446 2.90196 -0.95103 0.273 0.179 0.205
H 1.72187 2.14313 -2.81607 0.036 0.527 0.041
H 0.59957 1.13859 -2.09828 -0.031 -0.085 0.347
H 2.76145 2.68357 -0.47894 -0.094 0.302 -0.549
H 2.76641 1.01186 -0.99873 0.222 0.206 -0.275
H 2.05487 1.72507 1.43455 -0.154 -0.165 0.179
H -0.30207 0.59663 -0.14629 0.177 -0.337 -0.108
H 0.12333 1.02973 2.87426 -0.041 -0.382 0.339
H -2.38140 0.24008 1.25926 -0.185 0.012 -0.401
H -3.21452 0.45293 3.29744 0.023 -0.017 0.018
H -0.80015 -1.96444 1.25297 -0.052 0.376 0.191
H 0.65699 -1.55864 1.72600 -0.300 0.384 0.049
O 0.08370 -2.28064 1.46752 0.216 -0.884 -0.130
H -0.98606 -2.12312 -4.31044 -0.041 0.007 0.073
H -0.47531 -2.97988 -3.12684 -0.053 0.404 -0.362
O -0.41429 -2.86252 -4.09205 0.049 -0.212 0.045
H -2.20115 -2.49084 -0.40527 0.172 0.392 -0.117
H -3.21967 -2.92978 0.56057 -0.267 0.224 0.321
O -2.79547 -2.11431 0.26654 0.355 -0.656 -0.247
H 1.98246 -4.69955 1.31561 0.122 -0.064 -0.084
H 1.02105 -3.68449 0.74391 -0.103 0.262 0.247
O 1.80611 -4.19931 0.51335 0.071 -0.291 -0.115
H 0.41185 -2.48951 -0.93152 0.225 0.121 0.186
H 0.15229 -3.90263 -1.45705 0.114 -0.011 0.293
O -0.27539 -3.05218 -1.29296 -0.449 -0.294 -0.347
H 0.14783 3.89679 2.81682 0.226 -0.463 0.610
H 0.50636 3.23298 1.42655 -0.068 -0.156 0.442
O 0.09993 3.98253 1.87562 -0.277 0.754 -1.040
```
Forces are in eV/Å.


No. 4
Formula: C6H16N3O8P2S
Source: the Open Molecules 2025 dataset
Level of theory: the ωB97M-V functional and the def2-TZVPD basis

Output
* orbital gap: 6.098 eV
* charge: -1
* electronic energy: -2085.1742 hartree

```
36
Properties=species:S:1:pos:R:3:forces:R:3
C -0.88535 -1.50601 2.16429 0.273 -1.614 0.514
O -2.19297 -0.86259 2.35106 1.647 1.053 -1.194
C -2.45555 0.19429 1.36786 -2.126 -0.140 -0.635
N -1.32160 0.98198 0.86809 -0.095 -0.477 -0.375
P -0.57700 0.56686 -0.64400 1.091 0.518 -0.567
N 0.70873 1.43225 -1.10800 -1.429 -0.181 -0.688
C -0.76040 2.05998 1.69601 3.474 1.496 1.043
C -0.79229 1.86076 3.32555 -0.411 -1.522 6.525
O -1.93183 2.19773 3.97804 5.164 -1.352 -4.064
O 0.35643 1.31188 4.11984 -5.239 2.819 -5.197
P -1.53909 3.81790 1.37787 -1.100 0.736 1.043
N -1.03309 4.47083 -0.20236 1.079 -0.963 0.906
O -0.74251 4.85147 2.56433 1.603 -2.398 -2.207
H -0.88031 -2.14273 1.16062 0.095 1.517 1.910
H -0.78159 -2.31148 3.03772 -0.402 1.891 -1.800
H 0.03877 -0.79528 2.27436 -1.918 -1.096 -0.341
H -2.99082 -0.33719 0.44240 1.274 1.006 1.522
H -3.28378 0.93683 1.80047 2.075 -1.737 -0.479
H -0.19001 -0.85446 -0.63433 -1.224 1.861 0.405
H -1.56452 0.68496 -1.70814 0.064 -0.381 0.966
H 0.48543 1.91770 -2.02135 0.232 -0.567 1.605
H 0.39027 2.20049 1.40847 -2.285 -0.650 0.588
H 0.00810 4.47788 -0.30165 -1.154 -0.279 -0.402
H -1.50351 3.93412 -0.96729 0.790 0.587 0.972
H 0.22302 4.53985 2.66451 -2.021 0.643 0.003
C 3.05117 -2.76679 -3.21707 0.113 -0.357 -0.463
C 1.62818 -3.09050 -3.66432 0.079 0.680 -0.282
O 1.05595 -3.82577 -2.58510 0.639 -0.041 0.791
S 1.69977 -3.29636 -1.18309 0.116 -0.057 0.480
O 0.78695 -2.33770 -0.60097 1.685 -2.043 -0.550
O 2.21376 -4.43478 -0.45767 -0.921 1.489 -0.834
O 2.95629 -2.47823 -1.82319 -1.045 -0.327 0.267
H 3.70996 -3.63225 -3.34166 -0.061 0.057 -0.051
H 3.46886 -1.91207 -3.75583 -0.115 -0.024 0.327
H 1.60446 -3.67695 -4.58589 -0.066 -0.111 0.315
H 1.04011 -2.17660 -3.79959 0.119 -0.037 -0.051
```
Forces are in eV/Å.